[1]
DFT (ωB97M-V with the def2-TZVPD basis set) results for a gas-phase ion, C8H9N2O2S (charge +1).

Geometry (Å):
N (1.483, -2.838, 0.457)
C (0.250, -2.873, 0.229)
C (-0.807, -2.038, 0.971)
C (-0.816, -0.669, 0.366)
C (0.117, 0.281, 0.741)
C (0.127, 1.514, 0.126)
C (1.130, 2.542, 0.566)
O (1.152, 2.900, 1.686)
O (1.928, 3.053, -0.418)
S (3.026, 1.863, -0.923)
C (-0.801, 1.788, -0.868)
C (-1.724, 0.837, -1.200)
N (-1.713, -0.368, -0.587)
H (1.719, -2.223, 1.236)
H (-0.153, -3.496, -0.561)
H (-1.789, -2.498, 0.897)
H (-0.569, -1.958, 2.025)
H (0.831, 0.060, 1.513)
H (2.306, 1.259, -1.893)
H (-0.814, 2.740, -1.372)
H (-2.474, 0.989, -1.956)
H (-2.386, -1.078, -0.846)

The value obtained for the highest occupied orbital energy is -13.35 eV. The largest force on an atom is 0.018 hartree/bohr. For the orbital gap, the calculation gives 8.3 eV. Its molar mass is 197.24 g/mol. Its net charge is +1.

***

[2]
DFT (ωB97M-V with the def2-TZVPD basis set) results for a gas-phase ion, C3H9N5 (charge +2) at a distorted geometry.

Geometry (Å):
C (-0.487, 1.768, -0.279)
C (1.521, -0.607, -0.046)
C (-0.610, -1.245, 0.259)
N (0.673, 1.621, 0.161)
N (-1.563, 0.978, -0.191)
N (0.261, -0.883, -0.743)
N (1.585, 0.797, 0.346)
N (-1.701, -0.230, 0.355)
H (-0.520, 2.643, -0.865)
H (1.604, -1.058, 0.934)
H (2.531, -0.790, -0.619)
H (-1.225, -2.210, 0.195)
H (-0.209, -1.276, 1.364)
H (-2.281, 1.460, -0.762)
H (0.294, -1.514, -1.571)
H (2.600, 0.997, 0.526)
H (-2.473, -0.449, 0.937)

The value obtained for the highest occupied orbital energy (alpha / beta) is -18.90 / -19.53 eV. The largest force on an atom is 0.132 hartree/bohr. For the orbital gap (alpha / beta), the calculation gives 7.1 / 8.1 eV. Its molar mass is 115.14 g/mol. Its net charge is +2.

***

[3]
DFT (ωB97M-V with the def2-TZVPD basis set) results for a molecular structure, C17H20F3O3Tc at a distorted geometry.

Geometry (Å):
Tc (0.094, 0.082, 1.205)
C (-1.700, 1.229, 2.480)
C (-2.274, 1.586, 1.221)
C (-2.459, 0.418, 0.448)
H (-2.568, 2.592, 0.938)
C (-1.904, -0.700, 1.179)
C (-1.561, -0.196, 2.528)
H (-1.352, -0.808, 3.411)
H (-1.543, 1.893, 3.330)
H (-2.996, 0.319, -0.486)
H (-2.085, -1.757, 0.947)
C (2.330, -0.556, 1.648)
C (1.339, -1.052, 2.564)
C (0.428, -1.890, 1.816)
H (1.329, -0.922, 3.649)
C (0.775, -1.797, 0.432)
C (2.004, -1.055, 0.331)
H (2.625, -0.981, -0.546)
H (3.195, 0.017, 1.930)
H (-0.357, -2.518, 2.262)
H (0.300, -2.362, -0.369)
O (0.194, 0.964, -0.534)
C (-0.607, -1.628, -3.442)
C (-0.677, -0.155, -3.285)
C (-1.745, -2.416, -2.893)
C (0.723, -2.266, -3.671)
C (-0.160, 0.997, -1.925)
H (-1.708, 0.237, -3.431)
H (-0.107, 0.357, -4.114)
H (0.751, 1.452, -2.391)
H (-1.004, 1.740, -1.986)
H (-2.109, -3.214, -3.568)
H (-2.600, -1.760, -2.638)
H (-1.463, -2.867, -1.920)
H (0.824, -2.770, -4.655)
H (0.964, -2.995, -2.881)
H (1.521, -1.508, -3.588)
F (1.329, 4.703, 3.229)
C (2.129, 3.638, 2.859)
F (3.412, 4.067, 2.794)
F (2.021, 2.686, 3.840)
C (1.688, 3.169, 1.398)
O (2.302, 3.702, 0.465)
O (0.700, 2.328, 1.417)

The value obtained for the highest occupied orbital energy (alpha / beta) is -2.92 / -4.05 eV. The largest force on an atom is 0.081 hartree/bohr. As for the expectation value of S²: 3.785. For the orbital gap (alpha / beta), the calculation gives 5.9 / 6.9 eV. Its molar mass is 427.34 g/mol. Its spin multiplicity is 4. Its net charge is -1.

***

[4]
DFT (ωB97M-V with the def2-TZVPD basis set) results for 9 unconnected molecules or ions with the total composition C48H120F2N9O20S2 at a distorted geometry.

Geometry (Å):
N (2.993, -38.498, 29.932)
S (2.455, -39.971, 29.712)
O (2.900, -40.584, 28.492)
O (1.110, -40.195, 30.123)
F (3.253, -40.782, 30.824)
S (2.334, -37.740, 28.635)
O (1.006, -38.092, 28.287)
O (3.135, -37.140, 27.623)
F (2.063, -36.447, 29.566)
C (5.967, -40.644, 28.984)
O (6.215, -39.281, 29.207)
C (6.772, -38.642, 28.104)
C (7.184, -37.231, 28.450)
N (6.113, -36.425, 28.976)
C (6.469, -35.023, 29.001)
C (5.304, -34.212, 29.519)
O (5.016, -34.620, 30.812)
C (4.096, -33.786, 31.422)
H (6.941, -41.135, 28.782)
H (5.269, -40.890, 28.187)
H (5.642, -41.015, 29.951)
H (6.134, -38.675, 27.204)
H (7.697, -39.209, 27.869)
H (7.642, -36.759, 27.556)
H (7.973, -37.336, 29.206)
H (5.312, -36.508, 28.354)
H (6.713, -34.675, 27.976)
H (7.327, -34.835, 29.652)
H (4.419, -34.435, 28.894)
H (5.459, -33.125, 29.466)
H (3.280, -33.480, 30.763)
H (4.578, -32.910, 31.889)
H (3.683, -34.337, 32.272)
C (1.938, -37.841, 34.237)
O (3.258, -38.194, 34.376)
C (3.353, -39.316, 35.168)
C (4.783, -39.701, 35.553)
N (5.775, -39.720, 34.484)
C (5.740, -40.941, 33.654)
C (6.978, -41.026, 32.793)
O (7.233, -39.947, 31.969)
C (8.477, -39.905, 31.338)
H (1.280, -38.601, 33.799)
H (1.862, -36.979, 33.586)
H (1.539, -37.577, 35.235)
H (2.889, -40.217, 34.722)
H (2.809, -39.102, 36.108)
H (4.693, -40.685, 36.050)
H (5.184, -38.935, 36.226)
H (6.701, -39.681, 34.890)
H (4.795, -41.022, 33.124)
H (5.801, -41.770, 34.387)
H (6.944, -41.955, 32.186)
H (7.858, -41.218, 33.441)
H (9.246, -40.569, 31.752)
H (8.888, -38.888, 31.302)
H (8.345, -40.129, 30.266)
C (0.023, -31.573, 26.494)
O (-0.810, -32.651, 26.819)
C (-0.063, -33.783, 27.269)
C (-0.970, -34.924, 27.600)
N (-1.516, -34.855, 28.963)
C (-2.876, -34.362, 29.055)
C (-3.963, -35.314, 28.522)
O (-5.095, -35.228, 29.276)
C (-5.998, -36.254, 28.942)
H (-0.650, -30.799, 26.124)
H (0.714, -31.873, 25.696)
H (0.575, -31.174, 27.351)
H (0.595, -33.538, 28.113)
H (0.628, -34.098, 26.460)
H (-0.321, -35.803, 27.571)
H (-1.723, -35.074, 26.815)
H (-1.428, -35.760, 29.406)
H (-2.941, -33.365, 28.628)
H (-3.108, -34.266, 30.126)
H (-3.575, -36.320, 28.313)
H (-4.149, -34.962, 27.483)
H (-6.460, -36.087, 27.959)
H (-6.809, -36.234, 29.671)
H (-5.515, -37.236, 28.943)
C (0.549, -48.186, 27.812)
O (0.169, -47.452, 26.666)
C (0.427, -48.061, 25.463)
C (1.665, -47.522, 24.816)
N (1.492, -46.112, 24.593)
C (2.553, -45.421, 23.913)
C (2.381, -43.941, 23.837)
O (3.308, -43.169, 24.626)
C (2.804, -41.910, 24.993)
H (-0.223, -48.939, 28.009)
H (0.690, -47.476, 28.620)
H (1.503, -48.718, 27.686)
H (-0.447, -47.919, 24.827)
H (0.577, -49.152, 25.530)
H (1.774, -48.028, 23.848)
H (2.555, -47.710, 25.445)
H (1.084, -45.620, 25.363)
H (2.495, -45.776, 22.871)
H (3.564, -45.736, 24.227)
H (1.352, -43.607, 24.020)
H (2.587, -43.640, 22.796)
H (3.488, -41.468, 25.727)
H (1.860, -41.925, 25.544)
H (2.760, -41.186, 24.169)
C (8.700, -43.261, 26.156)
O (7.584, -43.768, 26.776)
C (7.650, -43.798, 28.185)
C (6.439, -44.552, 28.667)
N (5.186, -43.946, 28.295)
C (4.029, -44.758, 28.441)
C (2.749, -43.989, 28.094)
O (1.757, -44.224, 29.047)
C (0.508, -43.663, 28.646)
H (9.025, -42.295, 26.565)
H (8.466, -43.088, 25.105)
H (9.538, -43.975, 26.181)
H (7.828, -42.834, 28.670)
H (8.532, -44.421, 28.430)
H (6.475, -44.583, 29.777)
H (6.527, -45.631, 28.422)
H (5.251, -43.379, 27.463)
H (3.962, -45.225, 29.428)
H (4.129, -45.634, 27.758)
H (2.517, -44.211, 27.046)
H (2.944, -42.905, 27.992)
H (-0.257, -43.820, 29.400)
H (0.181, -44.099, 27.687)
H (0.631, -42.588, 28.450)
C (2.204, -48.134, 33.533)
O (1.858, -46.784, 33.400)
C (2.481, -46.189, 32.310)
C (2.223, -44.719, 32.320)
N (0.806, -44.361, 32.393)
C (0.720, -42.913, 32.214)
C (-0.642, -42.238, 32.368)
O (-1.504, -42.848, 33.314)
C (-2.478, -41.957, 33.765)
H (2.225, -48.659, 32.564)
H (1.499, -48.650, 34.178)
H (3.220, -48.195, 33.960)
H (2.112, -46.658, 31.385)
H (3.571, -46.357, 32.346)
H (2.574, -44.237, 31.385)
H (2.786, -44.261, 33.138)
H (0.221, -44.786, 31.684)
H (0.954, -42.728, 31.147)
H (1.504, -42.406, 32.773)
H (-1.114, -42.000, 31.414)
H (-0.369, -41.286, 32.851)
H (-2.435, -40.940, 33.363)
H (-2.438, -41.807, 34.852)
H (-3.429, -42.428, 33.499)
C (-0.035, -38.701, 25.096)
O (-0.186, -40.112, 24.963)
C (-0.575, -40.932, 26.047)
C (-2.092, -40.902, 26.274)
N (-2.370, -41.263, 27.638)
C (-3.761, -41.381, 27.933)
C (-3.977, -42.030, 29.266)
O (-3.279, -41.391, 30.344)
C (-3.925, -40.211, 30.780)
H (-0.092, -38.457, 24.023)
H (0.907, -38.297, 25.466)
H (-0.893, -38.130, 25.477)
H (-0.063, -40.657, 26.980)
H (-0.273, -41.958, 25.818)
H (-2.635, -41.539, 25.579)
H (-2.342, -39.849, 26.022)
H (-1.978, -40.604, 28.305)
H (-4.247, -42.071, 27.220)
H (-4.362, -40.471, 27.740)
H (-3.623, -43.061, 29.255)
H (-5.029, -42.076, 29.590)
H (-3.133, -39.568, 31.180)
H (-4.552, -40.426, 31.656)
H (-4.438, -39.682, 29.977)
C (7.953, -32.154, 21.459)
O (8.840, -33.224, 21.744)
C (8.390, -34.130, 22.745)
C (7.338, -35.085, 22.196)
N (5.984, -34.589, 22.390)
C (5.515, -34.690, 23.756)
C (4.046, -35.057, 23.783)
O (3.794, -36.182, 22.966)
C (3.948, -37.415, 23.658)
H (8.304, -31.694, 20.527)
H (7.966, -31.356, 22.218)
H (6.916, -32.454, 21.285)
H (8.033, -33.591, 23.628)
H (9.313, -34.662, 22.973)
H (7.433, -36.073, 22.687)
H (7.547, -35.161, 21.130)
H (5.336, -35.079, 21.791)
H (5.748, -33.849, 24.406)
H (6.000, -35.606, 24.160)
H (3.439, -34.273, 23.313)
H (3.666, -35.188, 24.799)
H (3.343, -38.174, 23.150)
H (3.668, -37.380, 24.709)
H (4.955, -37.804, 23.445)

The value obtained for the highest occupied orbital energy is -5.99 eV. The largest force on an atom is 0.098 hartree/bohr. For the orbital gap, the calculation gives 8.2 eV. Its molar mass is 1245.66 g/mol. Its net charge is -1.

***

[5]
DFT (ωB97M-V with the def2-TZVPD basis set) results for C2H3FS3 in the gas phase at a distorted geometry.

Geometry (Å):
C (-0.583, -0.293, -0.301)
C (-1.635, -1.066, -0.535)
F (-2.082, -1.974, 0.345)
S (0.421, -0.396, 1.127)
S (1.514, 1.544, 0.928)
S (2.348, 1.795, -0.792)
H (-0.251, 0.419, -1.047)
H (-2.238, -1.019, -1.430)
H (2.507, 0.990, 1.705)

The value obtained for the highest occupied orbital energy (alpha / beta) is -6.49 / -8.31 eV. The largest force on an atom is 0.077 hartree/bohr. As for the expectation value of S²: 2.010. For the orbital gap (alpha / beta), the calculation gives 6.8 / 5.1 eV. Its molar mass is 142.25 g/mol. Its spin multiplicity is 3.

***

Which formula does entry 5 have?
C2H3FS3

***

Among the records above, which one has the lowest molar mass?
C3H9N5

***

Repeat the fifth record exactly.
DFT (ωB97M-V with the def2-TZVPD basis set) results for C2H3FS3 in the gas phase at a distorted geometry.

Geometry (Å):
C (-0.583, -0.293, -0.301)
C (-1.635, -1.066, -0.535)
F (-2.082, -1.974, 0.345)
S (0.421, -0.396, 1.127)
S (1.514, 1.544, 0.928)
S (2.348, 1.795, -0.792)
H (-0.251, 0.419, -1.047)
H (-2.238, -1.019, -1.430)
H (2.507, 0.990, 1.705)

The value obtained for the highest occupied orbital energy (alpha / beta) is -6.49 / -8.31 eV. The largest force on an atom is 0.077 hartree/bohr. As for the expectation value of S²: 2.010. For the orbital gap (alpha / beta), the calculation gives 6.8 / 5.1 eV. Its molar mass is 142.25 g/mol. Its spin multiplicity is 3.